# 1
Formula: C20H28FN5O3S
Source: the Open Molecules 2025 dataset
Level of theory: the ωB97M-V functional and the def2-TZVPD basis

Properties
SMILES = CN(C)CCNC(=O)c1onc(CSc2ccc(F)cc2)c1C(=O)NCCN(C)C
2S+1 = 1
Frontier orbital gap = 8.374 eV
HOMO level = -0.31363 Ha
Total energy = -48339.412 eV
Molecular weight = 437.54 g mol⁻¹
Energy above the lowest of the compared OMol25 structures with the same formula, charge and spin = 5.70 kcal per mole

The geometry in XYZ format:
```
58
Properties=species:S:1:pos:R:3:nbo_charge:R:1
S 0.794 -0.410 5.344 0.23
F 3.052 0.992 0.116 -0.34
O -1.915 1.387 3.016 -0.65
O -0.065 -2.538 1.669 -0.29
O -0.332 -0.233 -1.007 -0.64
N 0.515 -2.321 -0.870 -0.57
N -3.598 2.810 -1.075 -0.44
N -1.296 1.521 0.851 -0.61
N -0.272 -2.463 2.999 -0.10
N 3.304 -2.041 -3.386 -0.43
C -0.849 -0.495 2.063 -0.21
C -0.392 -1.361 1.090 0.27
C 1.586 0.087 3.821 -0.19
C 2.622 -2.145 -2.124 -0.21
C -0.886 -0.791 4.653 -0.56
C -1.825 2.854 0.676 -0.24
C -3.356 1.490 -1.619 -0.42
C 3.005 -0.835 -4.128 -0.41
C -3.326 2.889 0.350 -0.22
C 2.591 0.709 1.353 0.46
C 1.325 1.333 3.270 -0.20
C 3.225 -3.225 -4.212 -0.41
C 2.388 -0.829 3.156 -0.20
C 2.895 -0.523 1.907 -0.32
C 1.084 -2.329 -2.193 -0.26
C 1.829 1.651 2.020 -0.30
C -0.724 -1.269 3.268 0.18
C -1.409 0.887 2.023 0.66
C -4.946 3.251 -1.372 -0.41
C -0.083 -1.237 -0.353 0.62
H 0.834 -3.273 -2.683 0.20
H -0.933 1.024 0.040 0.44
H 3.051 -2.993 -1.579 0.19
H 3.073 0.022 -3.461 0.21
H -3.719 3.845 0.702 0.20
H 3.470 -4.101 -3.612 0.20
H -3.831 2.087 0.917 0.17
H 0.635 -1.498 -2.740 0.23
H 2.010 -0.845 -4.593 0.16
H 2.237 -3.373 -4.671 0.16
H 2.587 -1.788 3.610 0.24
H -1.272 3.346 -0.124 0.21
H -3.638 1.485 -2.670 0.20
H 0.730 -3.094 -0.258 0.41
H -5.077 4.274 -1.021 0.20
H 3.960 -3.139 -5.012 0.20
H 0.712 2.039 3.807 0.24
H 2.829 -1.232 -1.559 0.21
H 3.506 -1.223 1.360 0.23
H -1.670 3.386 1.619 0.22
H -3.933 0.707 -1.100 0.16
H -5.093 3.237 -2.451 0.20
H -1.487 0.115 4.682 0.28
H 3.749 -0.722 -4.916 0.20
H -2.299 1.246 -1.553 0.21
H -1.284 -1.566 5.305 0.25
H 1.626 2.604 1.559 0.23
H -5.717 2.619 -0.905 0.16
```

# 2
Formula: C20H28FSi
Source: the Open Molecules 2025 dataset
Level of theory: the ωB97M-V functional and the def2-TZVPD basis

Properties
Net charge = +1
2S+1 = 1
Frontier orbital gap = 6.403 eV
HOMO level = -0.45707 Ha
Total energy = -31782.295 eV
Molecular weight = 315.53 g mol⁻¹
Energy above the lowest of the compared OMol25 structures with the same formula, charge and spin = 5.21 kcal per mole

The geometry in XYZ format:
```
50
Properties=species:S:1:pos:R:3:nbo_charge:R:1
Si 0.723 -1.605 -1.887 1.43
F 4.133 3.945 3.635 -0.31
C 2.247 1.385 1.791 -0.15
C 0.925 1.031 1.425 0.12
C -2.757 2.838 2.524 -0.07
C -0.913 -1.730 -2.853 -0.85
C -2.491 -2.441 -0.988 -0.61
C -1.528 0.988 1.562 -0.10
C 3.281 0.407 1.637 -0.11
C -0.356 2.729 2.794 -0.12
C 4.816 1.769 2.948 -0.16
C -2.259 -1.455 -2.138 -0.05
C 2.007 -1.381 -3.236 -1.11
C -3.393 -1.629 -3.157 -0.60
C -2.733 1.629 1.803 -0.23
C -1.564 3.358 3.044 -0.23
C -0.274 1.592 1.934 -0.09
C 2.627 2.651 2.339 -0.19
C 1.021 -3.227 -1.006 -1.13
C -2.289 -0.017 -1.623 -0.61
C 3.854 2.774 2.973 0.39
C 4.523 0.594 2.231 -0.21
H 5.774 1.915 3.444 0.26
H 0.740 -0.456 -0.829 -0.27
H 1.784 -0.507 -3.871 0.25
H 0.537 3.120 3.272 0.23
H 2.102 -3.427 -0.936 0.24
H -3.698 3.361 2.691 0.24
H 1.975 3.513 2.285 0.24
H -1.567 4.262 3.653 0.25
H -3.666 1.196 1.427 0.25
H 1.981 -2.285 -3.865 0.25
H -1.500 0.007 1.070 0.24
H -0.814 -1.024 -3.691 0.23
H 3.018 -1.278 -2.817 0.24
H -1.436 0.198 -0.972 0.19
H 0.551 -4.054 -1.571 0.25
H 0.820 0.146 0.800 0.24
H -3.450 -2.213 -0.499 0.21
H 0.600 -3.204 0.008 0.23
H -3.281 -0.927 -3.992 0.21
H 3.046 -0.510 1.092 0.24
H -3.205 0.162 -1.046 0.20
H -1.706 -2.395 -0.224 0.19
H -2.254 0.693 -2.458 0.22
H -3.401 -2.648 -3.565 0.21
H 5.279 -0.185 2.150 0.25
H -0.925 -2.752 -3.266 0.24
H -4.362 -1.442 -2.675 0.21
H -2.540 -3.472 -1.365 0.22
```

# 3
Formula: C20H28IrNO2P
Source: the Open Molecules 2025 dataset
Level of theory: the ωB97M-V functional and the def2-TZVPD basis

Properties
Net charge = +2
2S+1 = 6
Expectation value of S² = 8.792
Frontier orbital gap (spin up / spin down) = 3.457 / 5.029 eV
HOMO level (spin up / spin down) = -0.36182 / -0.53494 Ha
Total energy = -38880.904 eV
Molecular weight = 537.64 g mol⁻¹
Energy above the lowest of the compared OMol25 structures with the same formula, charge and spin = 82.58 kcal per mole

The geometry in XYZ format:
```
53
Properties=species:S:1:pos:R:3:nbo_charge:R:1
Ir 0.358 -0.097 -0.556 0.86
P 0.218 1.075 -2.672 1.08
O -0.050 1.168 1.197 -0.73
O 1.968 0.355 0.952 -0.76
N 0.217 -2.557 -0.182 -0.42
C 1.155 1.064 1.649 0.65
C -3.667 0.037 -2.176 -0.20
C -2.362 -1.126 -0.001 -0.05
C 2.422 2.882 5.335 -0.32
C -1.760 -1.634 1.262 -0.47
C -1.599 1.182 -2.910 -0.76
C 3.362 2.324 4.457 0.01
C -1.615 -0.387 -0.923 -0.27
C 0.938 2.590 -3.405 -0.94
C -0.322 -2.148 1.218 -0.22
C 1.577 1.710 2.934 -0.19
C 2.942 1.729 3.258 -0.04
C 1.057 2.857 5.003 -0.02
C -2.294 0.228 -1.993 -0.03
C -3.747 -1.253 -0.154 -0.20
C 0.594 -0.158 -3.982 -0.98
C 1.098 -3.777 0.131 -0.41
C 0.633 2.278 3.801 -0.02
C 1.081 -1.844 -1.138 -0.57
C -4.402 -0.714 -1.257 -0.12
H -0.148 -0.966 -4.002 0.25
H 4.426 2.356 4.696 0.25
H 2.748 3.327 6.277 0.26
H 1.590 -0.582 -3.821 0.24
H 1.362 -4.291 -0.797 0.24
H 3.653 1.271 2.571 0.25
H -4.315 -1.784 0.613 0.23
H -0.422 2.251 3.523 0.25
H -1.911 2.226 -2.742 0.27
H 0.521 -4.476 0.753 0.24
H 1.153 2.428 -4.469 0.26
H 0.598 -1.082 -1.878 0.29
H -4.154 0.513 -3.030 0.23
H -0.579 -3.094 -0.633 0.46
H 1.878 2.800 -2.881 0.26
H 0.407 -1.490 1.691 0.25
H 1.987 -3.451 0.661 0.24
H -1.765 -0.832 2.017 0.27
H -0.317 -3.088 1.782 0.24
H -5.474 -0.846 -1.391 0.25
H -1.826 0.953 -3.964 0.27
H 1.203 -2.568 -1.955 0.27
H 0.260 3.446 -3.290 0.27
H 0.720 1.703 -1.183 0.00
H 0.326 3.297 5.681 0.25
H 2.100 -1.713 -0.774 0.30
H 0.583 0.335 -4.961 0.27
H -2.407 -2.428 1.655 0.24
```

# 4
Formula: C20H28LaNO2
Source: the Open Molecules 2025 dataset
Level of theory: the ωB97M-V functional and the def2-TZVPD basis

Properties
2S+1 = 1
Frontier orbital gap (spin up / spin down) = 3.761 / 3.483 eV
HOMO level (spin up / spin down) = -0.13756 / -0.12338 Ha
Total energy = -27632.115 eV
Molecular weight = 453.36 g mol⁻¹
Energy above the lowest of the compared OMol25 structures with the same formula, charge and spin = 39.68 kcal per mole

The geometry in XYZ format:
```
52
Properties=species:S:1:pos:R:3:nbo_charge:R:1
La -0.847 0.536 0.199 1.42
O -0.767 0.667 -2.074 -0.69
O 0.530 -1.835 -0.202 -0.61
N -1.573 3.910 4.578 -0.68
C 1.769 -3.507 -0.828 -0.46
C -0.380 2.879 2.557 -0.26
C 2.800 -1.049 -1.022 -0.65
C -1.335 0.617 -4.446 -0.44
C 1.429 1.950 1.495 -0.36
C -1.732 1.242 -3.109 -0.06
C 2.481 -2.055 1.218 -0.64
C 0.736 2.012 2.717 -0.29
C 0.470 0.280 -2.835 -0.08
C -3.142 -0.225 1.468 -0.41
C 0.336 -3.321 -0.371 -0.05
C -1.158 3.371 3.618 0.44
C 0.069 0.009 -4.269 -0.43
C -0.494 3.223 1.162 -0.43
C -1.519 0.054 3.089 -0.31
C 2.011 -2.091 -0.224 0.29
C -1.366 -1.247 2.554 -0.35
C -2.377 -1.436 1.560 -0.44
C -2.579 0.708 2.398 -0.39
C 0.683 2.719 0.519 -0.50
H -2.622 -2.405 1.112 0.22
H -2.063 -0.151 -4.760 0.22
H 0.805 0.354 -5.014 0.23
H 0.096 -3.747 0.605 0.20
H -4.068 -0.085 0.899 0.24
H -1.557 2.324 -3.091 0.20
H 2.447 1.577 1.360 0.22
H -0.427 -3.564 -1.102 0.19
H 3.553 -2.257 1.266 0.22
H -1.276 1.407 -5.198 0.22
H 1.855 -3.557 -1.920 0.21
H 1.925 -2.750 1.845 0.22
H 1.037 2.948 -0.495 0.22
H 2.308 -4.353 -0.407 0.22
H -0.715 -2.017 2.972 0.22
H 2.311 -1.049 1.620 0.24
H -1.776 4.349 5.466 0.44
H -1.029 0.392 4.006 0.22
H 3.773 -1.431 -1.361 0.23
H 1.208 1.091 -2.745 0.20
H 2.336 -0.649 -1.932 0.22
H 0.754 -0.677 -2.397 0.22
H -1.276 3.874 0.752 0.24
H 1.009 1.540 3.658 0.22
H 3.049 -0.201 -0.374 0.23
H -2.959 1.715 2.595 0.24
H -0.011 -1.080 -4.348 0.21
H -2.733 0.990 -2.765 0.23
```